# 1
Density functional theory data (ωB97M-V with the def2-TZVPD basis set) for Cl2H4Si2 as an isolated structure.

CARTESIAN COORDINATES (ANGSTROEM)
Cl -2.35 -1.67 0.26
Cl -2.50 1.61 0.11
Si 1.43 0.12 0.47
Si -1.30 0.00 -0.49
H 1.87 1.58 0.66
H -1.20 -0.32 -2.02
H 1.90 -0.67 1.77
H 2.16 -0.65 -0.76

Output
multiplicity = 1
net charge = 0
gap between HOMO and LUMO = 9.10 eV

# 2
Density functional theory data (ωB97M-V with the def2-TZVPD basis set) for Cl2H8LiO4 as an isolated structure.

CARTESIAN COORDINATES (ANGSTROEM)
Cl 2.62 -1.83 0.18
Cl -1.39 -0.97 -0.88
O -0.34 -1.56 2.36
O -2.11 2.05 0.04
O 1.10 1.14 0.46
O 1.37 -0.37 -2.70
Li 0.44 -0.72 0.53
H 1.72 1.55 1.07
H -0.48 -1.33 3.28
H 0.58 -0.67 -2.24
H 0.79 1.85 -0.09
H 1.04 -0.03 -3.53
H -2.88 2.02 -0.52
H -1.63 1.24 -0.18
H -0.85 -2.36 2.23

Output
multiplicity = 1
net charge = -1
gap between HOMO and LUMO = 6.95 eV

| no. | maximum force (eV Å⁻¹) |
| --- | --- |
| 1 | 1.95 |
| 2 | 1.12 |